[1]
Entry from the OMol25 dataset: a 2-piece molecular cluster, CH2OS overall in a non-equilibrium geometry (ωB97M-V/def2-TZVPD).

The geometry in ORCA input format:
```
! wB97M-V def2-TZVPD RIJCOSX def2/J DEFGRID3
* xyz 0 1
S 1.965 -0.606 -1.767
O 2.521 0.484 -0.576
C 1.152 0.350 -0.784
H 0.304 1.014 -0.890
H -1.127 -1.739 -0.200
*
```

Computed properties:
DFT total energy in a.u.: -512.46913
Orbital gap (spin up / spin down) in eV: 7.7 / 9.2
LUMO level (spin up / spin down) in Eh: -0.012 / -0.006

[2]
Entry from the OMol25 dataset: C21H26NO2ReS3 as an isolated structure (ωB97M-V/def2-TZVPD).

The geometry in ORCA input format:
```
! wB97M-V def2-TZVPD RIJCOSX def2/J DEFGRID3
* xyz 3 2
Re -0.356 3.000 -0.831
S -1.096 4.852 0.322
S 1.243 4.360 -1.758
S -1.727 3.634 -2.495
O -1.201 -0.518 -0.653
O -0.009 1.342 -0.220
N -0.183 -2.956 0.087
C -1.039 -6.850 1.032
C 3.273 -2.194 1.087
C 0.270 -3.853 2.933
C -0.164 -4.733 1.797
C -0.796 4.777 -3.619
C -0.181 -0.101 -0.215
C 2.126 -2.896 0.768
C -0.054 -6.744 3.322
C -0.393 -6.082 2.022
C -1.272 -4.978 -0.420
C 0.993 6.062 -1.073
C 0.962 -2.224 0.396
C 3.295 -0.805 1.030
C 0.696 4.536 -3.502
C 0.999 -0.806 0.278
C -2.982 4.725 -1.725
C -1.512 -6.293 -0.164
C 2.169 -0.124 0.614
C -2.352 5.703 -0.747
C -0.514 -4.206 0.508
C 0.320 6.007 0.287
H -1.080 5.794 -3.352
H 0.168 -2.795 2.707
H -3.105 6.127 -0.084
H -3.649 4.022 -1.224
H -0.949 -6.835 3.943
H 1.263 5.332 -3.986
H -2.041 -6.910 -0.876
H -1.845 6.523 -1.254
H 1.975 6.528 -1.005
H 0.403 6.614 -1.802
H -3.553 5.238 -2.499
H -0.785 -2.559 -0.626
H -1.575 -4.525 -1.356
H 0.694 -6.200 3.891
H 1.304 -4.040 3.230
H 0.320 -7.753 3.147
H 4.165 -2.737 1.369
H 2.132 -3.977 0.781
H -1.217 -7.900 1.229
H -0.353 -4.066 3.802
H -0.015 6.997 0.602
H 0.988 5.623 1.059
H 4.192 -0.263 1.290
H 2.195 0.953 0.544
H 0.994 3.592 -3.959
H -1.141 4.585 -4.634
*
```

Computed properties:
DFT total energy in a.u.: -2292.90452
Orbital gap (spin up / spin down) in eV: 5.0 / 5.5
LUMO level (spin up / spin down) in Eh: -0.408 / -0.408

[3]
Entry from the OMol25 dataset: C25H30GeN5V as an isolated structure (ωB97M-V/def2-TZVPD).

The geometry in ORCA input format:
```
! wB97M-V def2-TZVPD RIJCOSX def2/J DEFGRID3
* xyz -2 3
Ge 3.226 1.214 -2.622
V 1.236 0.678 0.237
N 0.884 -2.380 0.872
N -0.793 -0.057 0.970
N 1.405 -1.427 0.015
N -1.452 1.825 -1.183
N -0.191 2.121 -0.790
C 2.145 -2.121 -0.882
C 0.183 -2.066 2.005
C 1.805 0.459 -3.791
C 0.224 -2.954 3.108
C 3.634 2.982 -3.496
C 0.293 2.956 -1.703
C -3.742 1.564 -0.545
C -3.191 -0.496 1.156
C -1.130 -1.470 4.411
C 4.855 0.144 -3.076
C -1.214 -0.609 3.304
C -0.639 3.183 -2.720
C 2.792 1.245 -0.772
C -2.417 1.172 -0.361
C -0.419 -2.656 4.303
C 1.353 -3.637 0.532
C -1.735 2.437 -2.355
C -4.813 0.937 0.068
C -6.235 1.369 -0.175
C -0.616 -0.893 2.090
C -4.491 -0.141 0.897
C 1.685 1.169 1.991
C -2.052 0.193 0.620
C -0.301 -3.598 5.475
C 2.140 -3.475 -0.614
H -2.678 2.278 -2.845
H 3.684 1.460 -0.166
H -6.652 0.950 -1.099
H 5.126 0.241 -4.132
H 2.693 1.491 2.283
H 4.681 -0.911 -2.854
H 0.729 -3.647 5.841
H -1.802 0.299 3.374
H 2.690 -1.572 -1.628
H -5.288 -0.715 1.366
H 2.722 3.572 -3.621
H 0.847 -3.839 3.043
H -0.504 3.760 -3.619
H 0.873 1.012 -3.663
H -6.884 1.050 0.643
H -3.002 -1.326 1.823
H -0.935 -3.273 6.302
H -0.596 -4.615 5.200
H -3.934 2.417 -1.187
H 2.658 -4.246 -1.161
H 0.950 -4.512 1.009
H 1.007 1.115 2.849
H 4.088 2.845 -4.483
H 2.103 0.528 -4.843
H -6.317 2.457 -0.251
H 1.315 3.277 -1.593
H 1.606 -0.588 -3.558
H 5.696 0.478 -2.465
H 4.323 3.553 -2.870
H -1.627 -1.210 5.340
*
```

Computed properties:
DFT total energy in a.u.: -4265.14645
Orbital gap (spin up / spin down) in eV: 2.7 / 5.0
LUMO level (spin up / spin down) in Eh: 0.172 / 0.172

[4]
Entry from the OMol25 dataset: C32H40N3O2PPdS2 as an isolated structure (ωB97M-V/def2-TZVPD).

The geometry in ORCA input format:
```
! wB97M-V def2-TZVPD RIJCOSX def2/J DEFGRID3
* xyz -2 1
Pd 0.271 -0.405 0.170
S 0.052 -3.181 0.185
S -1.763 -3.768 2.536
P 2.226 0.365 -0.660
O -2.650 3.098 3.404
O -1.537 1.320 2.071
N -0.321 0.285 -2.159
N -0.995 -1.319 1.663
N -1.746 -0.906 2.735
C 0.629 0.877 -2.869
C -3.627 2.552 5.480
C -1.936 0.392 2.839
C -0.599 -4.899 0.376
C -3.061 -0.125 5.052
C 2.707 2.235 -4.343
C -1.994 -0.958 -3.398
C -3.891 0.970 -2.787
C -2.971 2.165 4.304
C 3.397 -1.892 -1.714
C -5.708 -0.314 -3.988
C -3.718 0.260 6.213
C -4.276 -0.134 -3.541
C 0.421 1.422 -4.183
C 2.872 1.875 0.223
C -0.934 -2.574 1.505
C -0.945 -1.986 -3.724
C -3.308 -1.088 -3.833
C -2.677 0.802 4.087
C -1.613 0.167 -2.640
C 3.363 1.491 1.617
C -2.589 1.135 -2.328
C 2.929 1.705 -3.076
C 3.794 2.941 -5.116
C -2.188 2.306 -1.474
C 5.089 -0.100 -1.180
C -0.799 -5.151 1.855
C 1.964 1.022 -2.341
C 3.746 -0.721 -0.791
C 1.732 2.896 0.318
C -3.996 1.609 6.422
C 1.423 2.066 -4.874
H 3.696 2.310 -0.355
H -1.354 -6.068 2.062
H -1.395 -2.891 -4.145
H -3.841 3.607 5.620
H 4.159 -2.679 -1.667
H 1.421 3.238 -0.671
H 4.635 3.191 -4.464
H 3.832 -1.115 0.224
H 5.291 0.823 -0.631
H 5.123 0.122 -2.249
H 5.906 -0.802 -0.966
H -6.209 0.652 -4.094
H -1.533 2.991 -2.024
H 1.207 2.470 -5.862
H -5.759 -0.830 -4.950
H 2.561 0.971 2.149
H -0.567 1.332 -4.623
H -0.390 -2.239 -2.819
H -1.539 -4.989 -0.171
H 2.043 3.765 0.910
H 4.234 0.828 1.581
H -2.243 2.545 2.633
H -6.287 -0.904 -3.270
H 2.432 -2.319 -1.431
H 4.190 2.329 -5.936
H 0.163 -5.194 2.367
H -4.505 1.926 7.326
H 0.147 -5.568 -0.060
H 3.435 3.876 -5.561
H 3.320 -1.546 -2.749
H 3.637 2.386 2.187
H 0.868 2.437 0.808
H -1.622 1.949 -0.611
H -4.005 -0.481 6.950
H 3.909 1.861 -2.634
H -3.586 -1.964 -4.417
H -2.823 -1.164 4.862
H -0.216 -1.591 -4.439
H -3.062 2.861 -1.125
H -4.636 1.722 -2.532
*
```

Computed properties:
DFT total energy in a.u.: -2823.80302
Orbital gap in eV: 4.4
LUMO level in Eh: 0.153

[5]
Entry from the OMol25 dataset: a 5-piece molecular cluster, C2H13NO5 overall in a non-equilibrium geometry (ωB97M-V/def2-TZVPD).

The geometry in ORCA input format:
```
! wB97M-V def2-TZVPD RIJCOSX def2/J DEFGRID3
* xyz 0 1
O 0.595 1.726 -0.630
O -2.291 -2.822 -0.151
O 1.596 2.541 1.708
O 0.214 0.420 2.987
O -0.659 -2.082 1.891
N -0.036 0.123 -2.202
C 0.656 0.591 -3.383
C 0.254 0.611 -0.963
H 0.552 -0.156 -4.150
H -0.743 -0.571 -2.394
H 1.729 0.787 -3.247
H 0.288 1.597 -3.679
H 0.006 -2.683 2.234
H -0.480 -1.258 2.391
H 0.679 2.786 1.864
H 1.682 2.482 0.733
H -1.857 -2.385 0.610
H -3.112 -3.220 0.150
H 0.049 0.605 3.914
H 0.813 1.072 2.547
H 0.066 -0.164 -0.230
*
```

Computed properties:
DFT total energy in a.u.: -514.95686
Structure (SMILES): CNC=O.O.O.O.O
Orbital gap in eV: 10.6
LUMO level in Eh: 0.024

[6]
Entry from the OMol25 dataset: C54H58BBaN6O7PS as an isolated structure in a non-equilibrium geometry (ωB97M-V/def2-TZVPD).

The geometry in ORCA input format:
```
! wB97M-V def2-TZVPD RIJCOSX def2/J DEFGRID3
* xyz 0 1
Ba 0.489 0.668 0.337
S -6.303 -3.805 -0.948
P -0.274 1.807 -4.701
O -0.244 -2.827 0.730
O 1.722 -2.142 1.573
O 0.275 -0.090 4.795
O 2.132 0.210 -1.166
O 3.823 2.272 2.460
O 0.809 3.851 -0.488
O -0.792 2.196 1.367
N 5.189 1.938 0.689
N -3.383 -0.313 -0.664
N -1.775 3.435 -1.141
N -3.776 -6.027 -4.022
N 2.937 1.258 0.643
N 1.816 2.115 4.398
C 0.555 -4.015 0.767
C -3.686 5.427 -0.916
C 0.067 4.972 -0.872
C -0.264 -5.120 1.438
C -0.772 1.530 -6.473
C -0.731 -2.141 -3.801
C 0.648 -0.002 7.202
C -2.339 5.735 -0.890
C -0.649 -1.142 4.925
C 6.237 2.626 1.399
C -0.535 2.402 3.714
C 0.829 -4.407 -0.689
C 4.420 0.738 -1.175
C 3.444 3.087 -3.732
C 0.541 -2.676 -3.924
C 1.433 2.450 -4.903
C -4.499 -2.166 0.340
C -5.354 -4.713 -2.175
C 1.306 0.600 8.263
C -1.328 2.314 2.503
C -1.411 4.698 -0.985
C 3.170 -3.931 0.872
C -0.935 -0.791 -4.015
C 0.853 2.367 3.532
C -2.745 2.276 2.672
C 5.407 1.374 -0.522
C -3.327 2.345 3.903
C 1.601 -1.853 -4.263
C -1.186 2.494 4.968
C 2.140 2.628 -3.714
C 3.098 0.716 -0.577
C 2.169 1.657 8.046
C -2.547 2.475 5.066
C -5.158 -2.430 -0.851
C 3.928 1.823 1.313
C 3.344 3.254 -6.123
C -4.025 -0.569 -1.791
C 2.037 2.792 -6.107
C -4.387 -5.611 -1.755
C 1.664 1.578 5.691
C 1.879 -4.062 2.991
C -4.062 4.097 -1.055
C -3.627 -6.245 -2.727
C 2.345 2.141 6.760
C 1.398 -0.503 -4.480
C -3.064 3.142 -1.178
C 0.830 0.457 5.903
C 0.126 0.040 -4.361
C -5.543 -4.502 -3.530
C 4.055 3.391 -4.941
C -4.712 -5.182 -4.410
C -4.920 -1.616 -1.947
C 1.843 -3.566 1.540
C -3.614 -1.098 0.375
B 0.493 -1.724 1.115
H -3.064 -0.856 1.274
H -4.433 6.205 -0.819
H -3.290 2.091 -1.297
H 2.594 -2.263 -4.370
H 5.933 3.655 1.603
H 1.335 -3.594 -1.202
H 4.556 0.270 -2.135
H 2.229 0.127 -4.757
H 1.496 2.708 -7.039
H -0.589 2.614 5.860
H 3.980 3.209 -2.800
H 5.080 3.741 -4.962
H -5.105 3.815 -1.064
H -1.562 -2.784 -3.545
H -1.568 -0.796 5.408
H -3.029 2.557 6.028
H 0.986 -3.742 3.521
H -0.121 -4.574 -1.192
H 3.983 -3.588 1.507
H 1.961 -5.146 3.026
H 1.142 0.232 9.265
H -3.827 0.106 -2.613
H -0.007 -0.835 7.398
H 0.708 -3.730 -3.762
H 2.742 -3.627 3.491
H 2.759 2.176 3.989
H -4.404 2.300 3.996
H -5.420 -1.778 -2.889
H 3.259 -5.007 0.741
H 0.218 3.298 0.047
H -0.025 0.951 -7.011
H 2.994 2.984 6.575
H -0.230 -1.981 5.487
H -6.311 -3.834 -3.888
H 3.814 3.500 -7.066
H 6.414 1.464 -0.915
H -1.151 -5.301 0.834
H -0.932 2.485 -6.968
H 2.692 2.113 8.872
H 1.212 2.591 2.534
H -0.593 -4.825 2.430
H 7.141 2.623 0.794
H -1.712 0.981 -6.468
H -4.232 -5.805 -0.705
H -0.869 -1.454 3.904
H -4.673 -2.780 1.209
H -3.336 2.180 1.772
H 1.662 2.387 -2.773
H 0.312 -6.039 1.506
H 1.425 -5.313 -0.747
H -1.932 -0.377 -3.934
H 6.425 2.133 2.356
H -2.004 6.756 -0.777
H 0.450 5.307 -1.846
H 3.266 -3.434 -0.088
H 0.217 5.791 -0.147
H -4.799 -5.037 -5.478
H -2.857 -6.955 -2.456
*
```

Computed properties:
DFT total energy in a.u.: -3737.70475
Orbital gap in eV: 5.0
LUMO level in Eh: -0.018

> What is the DFT total energy in the fourth record?

-2823.80302 a.u.

> DFT total energy of number 5 (C2H13NO5)?

-514.95686 a.u.